Entry from OMol25: 4 unconnected molecules or ions with the total composition C27H25FN4O9S at a distorted geometry (ωB97M-V with the def2-TZVPD basis set).

Summary:
Orbital gap ... 9.098 eV
Highest occupied orbital energy ... -9.81 eV
Charge ... 0
Calculated total energy ... -2437.81613 Eh

```
67
Properties=species:S:1:pos:R:3:forces:R:3
S -0.127257 -5.090067 -1.481394 0.0 -1.4 0.2
F -1.553669 -5.076512 -0.816042 0.2 0.3 -0.1
O -3.529410 0.221282 -3.499772 0.0 0.0 0.0
O -4.879577 -0.384185 -5.062455 0.0 0.0 0.0
O 5.140023 1.384932 2.662969 0.0 0.0 0.0
O 5.073309 2.019965 4.717516 0.0 0.0 0.0
O 0.385852 4.956280 5.718540 0.0 0.1 0.1
O 0.761313 -5.459044 -0.434306 -0.1 0.6 0.2
O -0.228092 -5.950454 -2.605872 -0.2 0.5 -0.3
O 0.518704 -0.350635 -0.371600 0.0 0.3 -0.1
O -1.762068 5.028600 5.619608 0.0 0.0 0.0
N -4.340027 -0.543057 -3.987664 0.1 0.0 -0.1
N -0.655651 5.296022 5.194144 0.0 -0.1 0.0
N -0.011248 -3.528336 -1.924009 0.5 -0.1 -0.1
N 4.542638 1.716382 3.667992 0.1 0.0 0.0
C 1.057491 1.449708 2.371590 -0.1 0.1 0.1
C 3.072320 1.755949 3.607797 -0.2 0.0 0.0
C 4.312138 -2.105056 -3.238364 -0.5 0.0 0.0
C 0.764044 7.065765 2.240341 -0.1 0.0 0.0
C 0.330794 1.862298 3.482415 0.1 0.0 0.0
C 0.076236 -1.198294 -1.095521 0.3 -0.2 0.3
C 2.440126 1.394885 2.431200 0.0 -0.1 -0.2
C -0.393650 7.509258 1.614448 0.0 0.0 0.0
C 4.998525 -3.283048 -3.001537 0.5 0.3 0.0
C -1.731004 6.486838 3.330477 -0.2 0.0 0.0
C -0.566164 6.061342 3.942553 0.0 0.1 -0.1
C 2.932970 -4.514203 -2.873565 0.1 0.2 0.0
C -1.638506 7.218289 2.157544 0.1 0.0 0.0
C 2.232784 -3.335896 -3.107990 -0.5 0.2 0.0
C -5.317659 -4.005944 -1.781193 0.0 0.0 0.0
C 2.365760 2.162292 4.725390 0.0 0.1 0.2
C -4.427738 -3.077360 -1.257622 0.0 -0.1 0.0
C 4.318413 -4.471909 -2.817926 -0.2 -0.4 0.1
C -4.680567 -1.753088 -3.222677 -0.1 -0.1 0.1
C 0.982710 2.215232 4.657489 -0.1 -0.1 -0.2
C -5.568818 -2.664955 -3.762175 -0.1 -0.1 -0.1
C -5.886244 -3.799453 -3.031502 0.1 0.0 0.1
C 0.714170 -3.299879 -3.199165 0.4 0.0 -0.4
C -4.103564 -1.942030 -1.980917 0.1 0.0 0.2
C 2.925008 -2.147032 -3.294877 0.0 0.1 0.1
C 0.682477 6.335853 3.415139 0.2 0.0 0.0
C 0.423259 -2.650669 -0.830521 -0.6 0.0 0.1
H 0.412011 -2.315483 -3.555991 -0.1 0.0 0.0
H 1.732084 7.289939 1.814174 0.0 0.0 0.0
H -0.325641 8.083883 0.700078 0.0 0.0 0.0
H 1.577942 5.987226 3.908144 -0.1 0.0 0.1
H 0.415249 2.534356 5.518034 0.0 0.0 0.1
H 6.080596 -3.263252 -2.948317 0.0 -0.1 0.0
H 4.808252 -1.153223 -3.368076 0.2 -0.1 0.0
H 4.850946 -5.392735 -2.616211 0.1 0.1 -0.1
H -3.410996 -1.216483 -1.580610 0.0 0.1 -0.1
H 0.382390 -4.020231 -3.943886 -0.2 -0.1 0.2
H -2.694917 6.255327 3.758616 0.1 0.0 0.1
H 2.411118 -5.451851 -2.740529 0.0 0.0 0.0
H -0.749858 1.910959 3.431455 0.0 0.0 0.0
H -0.605660 -0.946832 -1.925668 -0.1 -0.1 -0.1
H 2.361959 -1.238394 -3.482730 0.1 0.0 0.0
H 1.478655 -2.749642 -0.572705 0.1 0.0 -0.2
H -2.538707 7.562852 1.667659 0.0 0.0 0.0
H -3.983485 -3.239526 -0.285144 0.0 0.0 0.0
H -6.577527 -4.523811 -3.439340 0.0 0.0 0.0
H -0.142874 -2.918808 0.066616 0.0 0.0 0.0
H 0.550866 1.171916 1.459201 0.0 0.0 0.0
H 2.880048 2.438173 5.633930 0.1 0.0 -0.1
H -5.568498 -4.892224 -1.213586 0.0 0.0 0.0
H -6.005718 -2.498851 -4.735573 0.1 0.1 0.0
H 3.011610 1.076655 1.571976 0.1 0.0 0.1
```
Forces are in eV/Å.